(1)
DFT (wB97M-V/def2-TZVPD) results for a structure of composition C5H12F5NNbO3S in a non-equilibrium geometry.

Computed properties:
Charge = -1
E_HOMO = -5.7109 eV
Frontier orbital gap = 7.3412 eV
E_tot = -38980.075 eV
Lowest unoccupied orbital energy = 1.630 eV

XYZ file:
```
28
Properties=species:S:1:pos:R:3:nbo_charge:R:1
N -1.79092 1.78919 -1.34724 -0.8411
C -2.54186 1.32235 -0.20189 -0.2397
C -1.73587 0.68470 0.93674 0.0630
O -2.21570 1.19287 2.20254 -0.7348
C -1.86067 -0.81270 0.99349 -0.9459
Nb -0.54499 -1.96579 -0.45636 1.5139
S 1.73855 -1.16543 0.45453 1.5672
O 2.73894 -2.12648 0.02687 -0.9519
O 1.58776 -1.06045 1.89187 -0.9424
C 2.42365 0.52500 -0.08112 0.3658
F 1.63389 1.07833 -1.01329 -0.3132
F 2.44861 1.33064 0.99615 -0.3144
C 3.85614 0.48392 -0.64544 0.9171
F 4.71911 -0.10339 0.18667 -0.2998
F 4.27885 1.75727 -0.84803 -0.3278
F 3.87876 -0.14105 -1.83878 -0.3073
H -0.94474 2.25178 -1.07550 0.3512
H -1.58639 1.04883 -1.98856 0.3751
H -3.26610 0.59878 -0.53612 0.1938
H -3.07213 2.16354 0.21704 0.1782
H -0.68388 0.95478 0.87159 0.1534
H -1.89416 2.08480 2.27442 0.4535
H -2.90441 -1.07390 0.86023 0.2209
H -1.57079 -1.17243 1.97307 0.2566
H -0.32030 -0.65516 -1.71474 -0.4106
H 0.21522 -3.17559 -1.58776 -0.3091
H -0.51690 -3.36312 0.73806 -0.3846
H -2.06967 -2.45128 -1.28844 -0.2869
```



(2)
DFT (wB97M-V/def2-TZVPD) results for the molecule C8H11Cl in a non-equilibrium geometry.

Computed properties:
Charge = 0
E_HOMO = -8.2113 eV
Energy above the lowest of the compared OMol25 structures with the same formula, charge and spin = 34.4 kJ/mol
Frontier orbital gap = 8.7448 eV
E_tot = -20993.842 eV
Lowest unoccupied orbital energy = 0.534 eV

XYZ file:
```
20
Properties=species:S:1:pos:R:3:nbo_charge:R:1
C -0.64566 -1.02908 2.04285 -0.6550
C 0.00077 -0.62550 0.74839 0.0466
C 1.04865 0.44571 0.95371 -0.6604
C -0.52076 -0.95518 -0.44512 -0.2753
C -0.00631 -0.58072 -1.76819 -0.1912
C 0.18214 0.53368 -2.47562 -0.2259
C -0.15031 1.88922 -2.14978 -0.2500
C -1.14768 2.21626 -1.31786 -0.1792
Cl -1.61427 3.83254 -1.06927 0.0097
H -0.30392 -2.08507 2.50633 0.2205
H -1.78950 -1.19539 1.85231 0.2241
H -0.52249 -0.41782 2.91382 0.2238
H 1.39836 0.95921 0.01127 0.2252
H 1.84901 -0.17643 1.26232 0.2270
H 0.55423 1.15292 1.61220 0.2243
H -1.32086 -1.77696 -0.42788 0.2113
H 0.21628 -1.44088 -2.43726 0.2036
H 0.77502 0.28560 -3.43357 0.2188
H 0.27967 2.65750 -2.63384 0.2076
H -1.59873 1.49273 -0.82368 0.1944
```



(3)
DFT (wB97M-V/def2-TZVPD) results for a cluster of 11 separate species, C5H31NO12 in total in a non-equilibrium geometry.

Computed properties:
Charge = 0
E_HOMO = -9.3653 eV
Energy above the lowest of the compared OMol25 structures with the same formula, charge and spin = 464.3 kJ/mol
Frontier orbital gap = 9.4381 eV
E_tot = -31746.953 eV
Lowest unoccupied orbital energy = 0.073 eV

XYZ file:
```
49
Properties=species:S:1:pos:R:3:nbo_charge:R:1
O 1.12735 2.70630 3.22724 -0.5238
C 1.49526 1.87748 2.41512 0.4070
C 1.45857 2.34082 0.96023 -0.3451
N 1.33983 1.19654 0.06205 -0.6785
C 1.65854 1.51102 -1.35830 -0.2336
C 1.75400 0.16590 -2.06964 -0.4509
C 0.38522 -0.45305 -2.40010 -0.0897
O -0.69219 -0.09237 -1.44963 -0.7878
H 2.04846 1.02534 2.76606 0.1538
H 2.35179 2.93734 0.69008 0.2147
H 0.74968 3.19666 0.88276 0.2218
H 0.39608 0.83467 0.16670 0.3927
H 2.65763 2.02532 -1.33724 0.1982
H 1.00065 2.26309 -1.76303 0.2037
H 2.33129 0.22584 -3.00327 0.2267
H 2.38053 -0.60471 -1.57603 0.2247
H -0.03469 0.02014 -3.32368 0.1946
H 0.51862 -1.52572 -2.25554 0.2034
H -1.33298 -0.81113 -1.48223 0.4972
O -1.70628 2.03518 -2.76360 -0.9939
H -1.63314 2.89524 -2.29538 0.4827
H -1.13851 1.43017 -2.23535 0.4896
O 1.13087 -1.33628 3.06406 -0.9740
H 0.24274 -1.15498 3.37062 0.4765
H 1.11891 -2.12028 2.48744 0.4932
O -1.19119 -3.51261 -1.07981 -1.0238
H -0.63580 -4.13742 -1.54990 0.4788
H -1.03733 -3.54308 -0.10594 0.5236
O -3.44914 -1.85253 -0.73745 -0.9665
H -4.04565 -2.52173 -0.38034 0.4760
H -2.93027 -2.33877 -1.39472 0.5051
O -3.25661 2.27097 -0.54774 -0.9961
H -2.92937 1.86221 -1.37497 0.4979
H -3.87157 1.68870 -0.10909 0.4725
O -0.83597 3.84743 -0.94515 -0.9370
H -1.60928 4.17537 -0.44476 0.4964
H -0.84888 4.55267 -1.62338 0.4685
O 3.92975 -0.34588 0.34457 -0.9526
H 3.25082 0.34573 0.43675 0.4816
H 3.48691 -1.02197 0.87117 0.4560
O -0.93847 -3.94222 1.57788 -0.9544
H -0.21583 -4.17210 2.18155 0.4813
H -1.62092 -3.58397 2.14651 0.4982
O 1.82432 -2.38666 0.69281 -0.9639
H 1.80065 -1.44818 0.46423 0.4898
H 2.62693 -2.73637 0.26967 0.4814
O -2.01945 -1.66335 1.49509 -0.9826
H -1.56150 -1.03942 0.92251 0.4799
H -2.85966 -1.80329 1.00696 0.4863
```



(4)
DFT (wB97M-V/def2-TZVPD) results for the molecule C3H5N3O.

Computed properties:
Charge = 0
E_HOMO = -7.8512 eV
Energy above the lowest of the compared OMol25 structures with the same formula, charge and spin = 534.5 kJ/mol
Frontier orbital gap = 8.3452 eV
E_tot = -9705.044 eV
Lowest unoccupied orbital energy = 0.494 eV

XYZ file:
```
12
Properties=species:S:1:pos:R:3:nbo_charge:R:1
C -1.62868 -0.74466 0.44609 -0.6526
C -0.21877 -0.49112 0.05512 0.1610
C 0.58534 0.61532 -0.10952 0.2552
N 0.86589 1.91934 -0.03509 -0.9270
N 1.77086 0.06285 -0.53732 -0.3241
N 1.79438 -1.21140 -0.60212 0.1494
O 0.56472 -1.58420 -0.25410 -0.2275
H -2.05056 0.17151 0.86792 0.2369
H -1.69735 -1.52988 1.20579 0.2342
H -2.24742 -1.04177 -0.40884 0.2290
H 0.11970 2.59794 -0.06391 0.3769
H 2.14189 1.23608 -0.56402 0.4885
```



(5)
DFT (wB97M-V/def2-TZVPD) results for a structure of composition C6H15NO in a non-equilibrium geometry.

Computed properties:
Charge = 0
E_HOMO = -9.1505 eV
Energy above the lowest of the compared OMol25 structures with the same formula, charge and spin = 430.3 kJ/mol
Frontier orbital gap = 9.8442 eV
E_tot = -9999.298 eV
Lowest unoccupied orbital energy = 0.694 eV

XYZ file:
```
23
Properties=species:S:1:pos:R:3:nbo_charge:R:1
C -1.62053 0.05391 -1.18593 -0.0760
C 1.60616 0.55411 0.56793 -0.2330
C 1.90462 -0.81054 1.13964 -0.4406
C 1.07182 -0.68081 -0.09587 0.0539
C -2.61281 0.62566 -0.17750 -0.6361
C 0.71962 1.51085 1.32381 -0.6065
N 1.60712 -1.08380 -1.33173 -0.8344
O -1.71853 -1.29560 -1.32718 -0.6994
H -1.04353 -1.69870 -0.46890 0.4037
H -1.64623 0.56791 -2.15860 0.1696
H 2.41757 1.02859 0.02477 0.2354
H 1.61456 -2.09066 -1.44275 0.3665
H 1.10794 -0.68777 -2.11985 0.3733
H 1.42058 -1.07401 2.06934 0.2175
H 2.90297 -1.21082 1.02516 0.2210
H -0.54966 0.20946 -0.74354 0.1689
H -0.07374 -1.46546 0.12086 0.0617
H -2.45825 0.16667 0.79848 0.1987
H -3.63238 0.39754 -0.49406 0.2106
H -2.50461 1.70361 -0.07334 0.2041
H -0.06477 0.97585 1.86058 0.2106
H 1.30751 2.08199 2.04385 0.2167
H 0.24459 2.22204 0.64484 0.2137
```



(6)
DFT (wB97M-V/def2-TZVPD) results for the molecule C10H10N2O in a non-equilibrium geometry.

Computed properties:
Charge = 0
E_HOMO = -8.3411 eV
Energy above the lowest of the compared OMol25 structures with the same formula, charge and spin = 303.9 kJ/mol
Frontier orbital gap = 8.4412 eV
E_tot = -15557.018 eV
Lowest unoccupied orbital energy = 0.100 eV

XYZ file:
```
23
Properties=species:S:1:pos:R:3:nbo_charge:R:1
O 1.54466 -0.95774 3.64718 -0.5079
C 1.03417 -0.71473 2.60773 0.4733
C 1.64393 0.04449 1.39300 -0.3474
C 2.29035 -1.02338 0.50819 -0.1864
C 1.58561 -1.64976 -0.43215 -0.2114
C 0.20891 -1.38469 -0.84251 -0.2906
C -0.31680 -0.20797 -0.45295 0.2290
N -1.47646 0.37956 -0.88557 -0.3826
C -2.03131 1.70337 -0.96891 -0.1035
C -3.24322 1.50769 -1.54778 -0.0717
N -3.51405 0.21543 -1.73176 -0.4491
C -2.47816 -0.43895 -1.36099 0.1946
C 0.48845 0.65630 0.48901 -0.4592
H -0.11432 -1.03779 2.40804 0.0910
H 2.33829 0.73513 1.58538 0.2247
H 3.35844 -1.19014 0.73422 0.2238
H 2.17972 -2.45910 -1.02152 0.2258
H -0.28168 -2.04662 -1.60292 0.2304
H -1.38208 2.51888 -0.77644 0.2220
H -3.79834 2.40112 -1.70759 0.2092
H -2.56141 -1.53804 -1.42181 0.2157
H -0.25091 1.29291 1.09030 0.2313
H 1.09272 1.50807 0.04099 0.2391
```



(7)
DFT (wB97M-V/def2-TZVPD) results for a cluster of 14 separate species, C4H26BO21 in total in a non-equilibrium geometry.

Computed properties:
Charge = -1
E_HOMO = -8.6575 eV
Energy above the lowest of the compared OMol25 structures with the same formula, charge and spin = 165.2 kJ/mol
Frontier orbital gap = 9.8594 eV
E_tot = -48252.355 eV
Lowest unoccupied orbital energy = 1.202 eV

XYZ file:
```
52
Properties=species:S:1:pos:R:3:nbo_charge:R:1
O -2.38487 0.74603 0.45525 -0.6095
C -1.25821 0.30820 0.17619 0.6805
O -0.30048 -0.07172 1.00296 -0.6266
B 0.94046 -0.37408 0.19326 1.1684
O 0.43582 -0.34902 -1.16707 -0.6407
C -0.70954 0.30341 -1.20323 0.6695
O -1.35496 0.67256 -2.15931 -0.5511
O 1.62116 -1.66650 0.53311 -0.6601
C 2.91259 -1.43955 0.61275 0.6827
O 3.81032 -2.27733 0.81509 -0.5510
C 3.12836 0.04336 0.58644 0.7057
O 2.02368 0.61043 0.33725 -0.6190
O 4.24555 0.62120 0.72145 -0.6240
O 4.15069 -4.33365 2.75909 -0.9573
H 3.98294 -3.63354 2.12829 0.4887
H 3.45623 -4.24060 3.41124 0.4602
O -2.38416 2.26818 -4.59852 -0.9502
H -1.52677 2.61448 -4.35116 0.4596
H -2.85226 2.17143 -3.76920 0.4929
O -4.73436 0.87897 -3.33616 -0.9484
H -4.33557 0.02219 -3.48824 0.4652
H -4.19895 1.27417 -2.64812 0.4816
O -4.73976 -1.03440 -0.30382 -0.9359
H -4.04752 -0.51338 0.10309 0.4725
H -4.27383 -1.67053 -0.84647 0.4630
O -1.03658 0.03109 -5.38811 -0.9646
H -0.55742 0.41992 -4.65636 0.4652
H -1.77013 0.62733 -5.53853 0.4915
O -4.04957 -1.42718 2.88355 -0.9307
H -3.28390 -1.94338 3.13560 0.4591
H -3.85887 -1.13445 1.99238 0.4694
O 4.86502 0.05389 3.34804 -0.9639
H 5.43240 -0.71143 3.25532 0.4668
H 4.78190 0.40006 2.45951 0.4849
O -2.59625 3.30658 2.00284 -0.9353
H -2.67042 3.85111 1.21911 0.4520
H -2.23707 2.47777 1.68612 0.4813
O 1.59801 -4.63037 -0.43729 -0.9555
H 1.35757 -4.51741 0.48230 0.4797
H 1.62344 -3.74078 -0.78972 0.4578
O 5.70660 3.12209 -0.03577 -0.9515
H 5.48658 3.50136 0.81510 0.4626
H 5.04157 2.44836 -0.17742 0.4870
O 0.49632 -4.27145 2.00256 -0.9407
H -0.38182 -4.47706 2.32321 0.4777
H 0.40613 -3.41248 1.58994 0.4810
O 1.52605 2.82861 2.62504 -0.9272
H 1.02893 2.70145 1.81700 0.4643
H 2.08201 3.58740 2.44789 0.4638
O -3.67229 3.06921 -1.93417 -0.9488
H -2.78009 3.13029 -1.59289 0.4743
H -4.14468 3.77918 -1.49940 0.4827
```



(8)
DFT (wB97M-V/def2-TZVPD) results for a cluster of 4 separate species, CH7O5 in total in a non-equilibrium geometry.

Computed properties:
Charge = 0
E_HOMO (alpha / beta) = -11.1853 / -11.1800 eV
Energy above the lowest of the compared OMol25 structures with the same formula, charge and spin = 35.6 kJ/mol
Frontier orbital gap (alpha / beta) = 11.3286 / 5.6135 eV
E_tot = -11385.039 eV
Lowest unoccupied orbital energy (alpha / beta) = 0.143 / -5.566 eV
Spin multiplicity = 2

XYZ file:
```
13
Properties=species:S:1:pos:R:3:mulliken_spin:R:1
O 0.69925 -0.97296 1.61779 0.5113
C 0.95203 -1.09807 0.42286 -0.0153
O 0.42604 -0.45425 -0.52995 0.3233
H 1.51158 -2.03319 0.25502 0.1283
H -1.16456 -0.20902 -3.24681 -0.0003
H -0.30120 -1.03881 -2.27879 0.0027
O -0.67842 -1.03527 -3.15944 0.0008
H -1.12073 -0.14944 1.12330 -0.0034
H -1.58798 1.15230 1.69490 -0.0014
O -1.89866 0.43341 1.13101 0.0447
H 0.91570 1.71665 0.24150 0.0000
H 1.03838 1.51461 1.69750 -0.0017
O 1.20858 2.17404 1.03111 0.0109
```



Question: Number 6 is which compound?
Answer: C10H10N2O